[1]
Molecular formula: C27H19Co2F2O6
Method: DFT, ωB97M-V/def2-TZVPD

Geometry as XYZ:
```
56
Properties=species:S:1:pos:R:3:nbo_charge:R:1
O 1.7074 3.1996 -4.3318 -0.54
C 2.0337 3.4060 -3.2436 0.47
Co 2.5154 3.7593 -1.5771 -0.07
C 3.4150 5.2878 -1.6150 0.50
O 3.9994 6.2771 -1.6614 -0.53
C 1.0109 4.5875 -1.1628 0.59
O 0.0039 5.0759 -0.9235 -0.52
C 1.9416 2.2968 -0.3113 -0.54
C 1.3695 1.1610 -0.8304 0.05
C 0.1218 0.5418 -0.9739 -0.31
C -0.7671 0.3281 0.1109 -0.06
C -2.2283 0.6134 -0.1664 -0.45
C -2.5982 0.8520 -1.6568 -0.39
C -1.7599 -0.0731 -2.5260 -0.40
C -0.2588 0.1870 -2.3803 -0.40
Co 3.1212 1.3064 -1.2632 -0.09
C 4.0927 0.1295 -0.3630 0.58
O 4.6465 -0.7020 0.2232 -0.53
C 4.4071 2.5327 -1.7510 0.44
O 5.4969 2.8256 -2.0328 -0.55
C 3.0243 0.5180 -2.8175 0.57
O 3.0033 0.0078 -3.8543 -0.53
H 1.8722 2.6152 0.7406 0.21
H -0.4345 0.6324 1.0951 0.22
H -2.8363 -0.2220 0.2061 0.21
H -2.5684 1.4882 0.3971 0.21
H -3.6839 0.6784 -1.8160 0.20
H -2.3616 1.8997 -1.9247 0.19
H -1.9635 -1.1111 -2.2549 0.20
H -2.0458 0.0394 -3.5748 0.20
H 0.0454 1.0100 -3.0499 0.20
H 0.3203 -0.6953 -2.6932 0.20
F 2.2595 -0.6859 5.8780 -0.35
C 1.6184 -1.0684 4.7189 0.37
C 2.2201 -0.7836 3.4914 -0.28
C 1.4905 -1.0357 2.3427 -0.19
C 0.1564 -1.5456 2.3886 -0.05
C -0.5422 -1.5748 1.0935 -0.32
C -1.7891 -2.3243 0.8753 -0.04
C -2.0074 -2.8509 -0.4341 -0.19
C -3.2557 -3.3463 -0.8157 -0.28
C -4.2427 -3.4192 0.1760 0.35
F -5.4979 -3.8336 -0.2003 -0.35
C -4.0485 -3.0102 1.4895 -0.28
C -2.8364 -2.4252 1.8159 -0.22
C -0.3278 -1.9732 3.6516 -0.22
C 0.3481 -1.6478 4.8262 -0.29
H 3.2222 -0.3292 3.4552 0.23
H 1.9568 -0.8521 1.3701 0.22
H 0.1524 -1.6473 0.2513 0.23
H -1.1877 -2.8887 -1.1583 0.22
H -3.4683 -3.6525 -1.8477 0.23
H -4.8477 -3.0919 2.2179 0.22
H -2.7230 -2.0467 2.8197 0.21
H -1.2018 -2.5973 3.7733 0.21
H -0.0904 -1.8230 5.8036 0.22
```

Its energy above the lowest of the compared OMol25 structures with the same formula, charge and spin is 5.5 kcal per mole. As for the net charge: -1. As for the multiplicity: 1. Its frontier orbital gap is 5.774 eV. Its HOMO energy is -0.12636 Ha. Its LUMO energy is 2.3 eV. As for the energy: -121278.1111 eV.

[2]
Molecular formula: C6H13NO2
Method: DFT, ωB97M-V/def2-TZVPD

Geometry as XYZ:
```
22
Properties=species:S:1:pos:R:3:nbo_charge:R:1
C -3.1779 0.2323 0.0094 -0.61
C -1.7240 0.5655 -0.4470 -0.40
C -0.7496 -0.5915 -0.1823 -0.20
C -0.6548 -0.9685 1.3119 -0.63
C 0.6413 -0.3282 -0.7760 -0.17
N 1.4863 -1.5105 -0.7241 -0.86
C 1.3123 0.7979 0.0031 0.78
O 1.0408 1.9728 -0.1328 -0.58
O 2.2870 0.3610 0.8344 -0.68
H -3.1930 0.0980 1.1129 0.21
H -3.9049 1.0324 -0.2846 0.22
H -3.5684 -0.6519 -0.4891 0.20
H -1.6620 0.7652 -1.5032 0.20
H -1.3724 1.4356 0.1083 0.22
H -1.1548 -1.4523 -0.6926 0.19
H -0.3336 -0.0812 1.9530 0.21
H 0.0956 -1.7257 1.5300 0.21
H -1.6268 -1.2984 1.6403 0.22
H 0.3736 0.0055 -1.8016 0.21
H 0.9730 -2.3644 -0.8280 0.38
H 2.1350 -1.4823 -1.5141 0.38
H 2.3287 -0.6227 0.7107 0.51
```

Its energy above the lowest of the compared OMol25 structures with the same formula, charge and spin is 5.3 kcal per mole. As for the multiplicity: 1. Its frontier orbital gap is 10.662 eV. As for the structure (SMILES): CC[C@H](C)[C@H](N)C(=O)O. Its HOMO energy is -0.36689 Ha. Its LUMO energy is 0.7 eV. As for the energy: -12018.4975 eV.

[3]
Molecular formula: C4H7NO2
Method: DFT, ωB97M-V/def2-TZVPD

Geometry as XYZ:
```
14
Properties=species:S:1:pos:R:3:nbo_charge:R:1
O -1.1454 -0.5211 1.4985 -0.71
C -1.0910 0.0127 0.2006 0.01
C -0.3812 1.3242 0.1138 -0.05
O 1.3200 1.0468 -0.3262 -0.57
C 1.7456 -0.1601 0.0356 0.41
N 1.0503 -1.2282 -0.1285 -0.53
C -0.1831 -0.9232 -0.7898 -0.26
H -0.3408 -1.0596 1.5627 0.48
H -2.0945 -0.0189 -0.2499 0.21
H -0.7358 1.9629 -0.6986 0.21
H -0.1336 1.8389 1.0324 0.22
H 2.7130 -0.2494 0.5574 0.17
H -0.0211 -0.3375 -1.7120 0.20
H -0.7583 -1.8278 -0.9795 0.21
```

Its energy above the lowest of the compared OMol25 structures with the same formula, charge and spin is 60.0 kcal per mole. As for the multiplicity: 1. Its frontier orbital gap is 10.680 eV. Its HOMO energy is -0.36197 Ha. Its LUMO energy is 0.8 eV. As for the energy: -9844.6794 eV.

[4]
Molecular formula: C31H55N5O6S2
Method: DFT, ωB97M-V/def2-TZVPD

Geometry as XYZ:
```
99
Properties=species:S:1:pos:R:3:lowdin_charge:R:1
S 4.0699 -1.4169 3.5814 0.81
C 2.2791 -1.3483 3.6631 -0.50
C 1.7076 -0.6265 4.6781 -0.05
C 0.2751 -0.5730 4.7143 -0.35
N -0.4282 0.0735 5.6624 -0.24
S -1.9919 -0.1439 5.2935 0.97
N -1.9116 -1.0586 3.9237 -0.21
C -0.6011 -1.2167 3.7429 -0.36
C 0.0729 -1.9715 2.7041 -0.01
C 1.4285 -2.0422 2.6731 -0.23
C 2.1871 -2.8587 1.6083 -0.12
C 2.3813 -4.2906 2.1950 -0.21
C 1.2083 -5.0042 2.4988 -0.05
C 1.2472 -6.2828 3.0586 -0.08
C 2.5081 -6.8469 3.3230 -0.10
C 3.6680 -6.1526 2.9924 -0.09
C 3.6337 -4.8680 2.4213 -0.05
H 4.3906 -1.6567 4.8789 -0.11
H 2.3509 -0.1301 5.4093 0.11
H -0.4958 -2.5067 1.9349 0.12
H 3.1453 -2.3912 1.3488 0.08
H 1.5638 -2.9992 0.7054 0.12
H 0.2144 -4.5867 2.3032 0.10
H 0.3251 -6.8185 3.3033 0.10
H 2.5313 -7.8429 3.7816 0.10
H 4.6177 -6.6502 3.2212 0.10
H 4.5504 -4.3300 2.1586 0.11
C 1.8790 0.2650 -4.4081 -0.11
O 1.5251 1.5072 -3.8275 -0.19
C 0.1290 1.6443 -3.5781 -0.21
C -0.1604 1.6326 -2.0874 -0.20
N 0.0566 0.3057 -1.5156 -0.04
C 0.0649 0.2803 -0.0540 -0.18
C 1.1485 1.0768 0.6705 -0.21
O 2.4654 0.5641 0.4945 -0.19
C 3.1166 0.9848 -0.6908 -0.09
H 2.9218 0.3283 -4.7187 0.09
H 1.7841 -0.5550 -3.6890 0.08
H 1.2694 0.0543 -5.2917 0.09
H -0.4554 0.8856 -4.1073 0.11
H -0.1639 2.6203 -3.9761 0.12
H -1.2013 1.9287 -1.9201 0.12
H 0.4884 2.3825 -1.6189 0.10
H 0.9452 -0.0506 -1.8435 0.07
H 0.1772 -0.7666 0.2395 0.09
H -0.9179 0.6047 0.3064 0.12
H 0.9431 0.9921 1.7438 0.12
H 1.1106 2.1433 0.4429 0.07
H 2.8220 1.9941 -0.9893 0.09
H 2.9284 0.2801 -1.5049 0.07
H 4.1917 0.9811 -0.5035 0.09
C -3.0959 -5.3560 -6.1185 -0.12
O -3.4934 -5.5106 -4.7686 -0.20
C -2.4031 -5.6425 -3.8607 -0.21
C -2.2795 -4.4139 -2.9769 -0.22
N -1.8172 -3.2572 -3.7370 -0.05
C -1.9342 -1.9829 -3.0242 -0.20
C -3.3320 -1.5130 -2.6238 -0.22
O -4.1680 -1.1617 -3.7156 -0.18
C -4.8425 -2.2462 -4.3281 -0.10
H -3.9874 -5.4423 -6.7395 0.09
H -2.6490 -4.3725 -6.2942 0.08
H -2.3932 -6.1402 -6.4152 0.09
H -1.4646 -5.8596 -4.3794 0.12
H -2.6322 -6.5015 -3.2231 0.12
H -1.5674 -4.6200 -2.1716 0.12
H -3.2636 -4.2321 -2.5268 0.10
H -2.3550 -3.1928 -4.5916 0.06
H -1.5035 -1.2212 -3.6771 0.10
H -1.3041 -2.0212 -2.1318 0.10
H -3.2034 -0.5929 -2.0462 0.12
H -3.8409 -2.2181 -1.9558 0.11
H -5.0930 -3.0349 -3.6144 0.09
H -4.2485 -2.6549 -5.1493 0.07
H -5.7694 -1.8654 -4.7593 0.09
C 2.1103 7.8318 3.0916 -0.11
O 1.0169 7.2048 3.7373 -0.19
C -0.2322 7.8510 3.5090 -0.21
C -1.1328 6.9977 2.6335 -0.21
N -0.6386 6.9411 1.2611 -0.05
C -1.2880 5.9296 0.4297 -0.19
C -1.1422 4.4628 0.8383 -0.21
O 0.1747 3.9481 0.7132 -0.22
C 1.0242 4.2218 1.8201 -0.08
H 3.0251 7.3748 3.4682 0.09
H 2.0737 7.6842 2.0077 0.08
H 2.1418 8.9014 3.3185 0.09
H -0.1023 8.8545 3.0934 0.12
H -0.7092 7.9599 4.4873 0.12
H -2.1415 7.4218 2.6330 0.12
H -1.1806 5.9991 3.0855 0.10
H 0.3538 6.7458 1.2796 0.06
H -0.8690 6.0358 -0.5743 0.12
H -2.3530 6.1722 0.3529 0.12
H -1.7519 3.8766 0.1438 0.12
H -1.5454 4.2585 1.8367 0.11
H 0.4762 4.2549 2.7645 0.10
H 1.5676 5.1560 1.6640 0.08
H 1.7676 3.4260 1.8817 0.08
```

As for the multiplicity: 1. Its frontier orbital gap is 7.836 eV. Its HOMO energy is -0.30966 Ha. Its LUMO energy is -0.6 eV. As for the energy: -74440.4722 eV.